1.
The following is a DFT calculation (the ωB97M-V functional and the def2-TZVPD basis) of a molecular structure, C22H24N5O5PdS at a distorted geometry.

```
58
Properties=species:S:1:pos:R:3
Pd -0.9928 -0.6054 0.3026
S -1.8385 1.5796 0.8053
O 4.1513 1.4078 -0.3193
O 0.7180 -0.2460 1.2306
O 1.4143 1.0880 -0.4192
O 0.0124 -1.2297 -1.8814
O 0.8580 0.3983 -3.1430
N -2.7326 -1.1708 -0.5140
N -0.4798 2.3996 -1.3771
N -1.9854 3.8193 -0.6620
N -1.4285 -2.4427 1.3898
N 3.3161 -0.0540 -2.5601
C -2.4851 -4.4223 2.9752
C -2.6786 -2.8763 1.1682
C 2.7466 0.8799 1.5527
C -3.2423 -3.8690 1.9529
C 5.0243 1.6073 1.8913
C -3.2131 -0.5718 -1.6035
C 1.5566 0.5794 0.6954
C 4.8724 1.4927 3.2604
C 3.9705 1.3094 1.0327
C -4.5679 -2.6686 -0.5070
C -1.4624 4.4685 -1.8643
C -4.3948 -0.9786 -2.1914
C -0.7030 -2.9635 2.3718
C -0.2281 3.6010 -2.1742
C 2.4045 -1.0930 -2.1070
C -1.4175 2.6252 -0.4616
C 0.9692 -0.6576 -2.3585
C -3.3712 -2.2217 0.0310
C -5.0871 -2.0356 -1.6237
C 3.6643 1.0651 3.7932
C -1.1952 -3.9675 3.1895
C 2.6241 0.7577 2.9376
H -0.1445 3.3557 -3.2301
H -0.5768 -4.3740 3.9765
H 0.2630 1.7406 -1.1429
H 4.1047 -0.4200 -3.0719
H 1.8058 0.6558 -3.3096
H 5.9723 1.9289 1.4734
H 0.2900 -2.5487 2.4946
H -1.2031 5.5065 -1.6694
H -2.6172 0.2413 -1.9954
H -2.1963 4.4342 -2.6713
H 1.6727 0.4286 3.3316
H 3.5365 0.9754 4.8629
H -2.8083 4.1083 -0.1637
H -4.7573 -0.4747 -3.0752
H 5.0348 1.7601 -0.4747
H -6.0178 -2.3777 -2.0554
H -5.0789 -3.5152 -0.0738
H 5.7024 1.7361 3.9104
H -2.9052 -5.1984 3.6003
H 0.6957 4.0813 -1.8475
H 2.5612 -2.0295 -2.6445
H -4.2546 -4.2041 1.7818
H 3.6382 0.5014 -1.7753
H 2.4846 -1.3168 -1.0436
```

The value obtained for the total energy is -55204.2797 eV. As for the energy relative to the best compared isomer or geometry (same formula, charge and spin): 51.10 kJ/mol. The net charge is +1. The LUMO energy is -3.062 eV. As for the multiplicity: 1.



2.
The following is a DFT calculation (the ωB97M-V functional and the def2-TZVPD basis) of a molecular structure, C22H24N7O5RuS at a distorted geometry.

```
60
Properties=species:S:1:pos:R:3
Ru 0.5193 -1.3976 0.1656
S 0.4771 0.8278 1.8904
O -0.7662 -1.9707 -2.2333
O -0.9466 -3.2183 0.2896
O 3.0099 -1.9964 1.2022
O 2.5421 -1.2412 -0.8478
O -1.8389 -5.1638 -0.3124
N -0.8787 4.1882 -1.6844
N 0.5862 -1.6777 2.5116
N 0.5678 5.6942 -1.1930
N 1.3078 -3.6991 -1.1476
N -0.9006 0.1792 -0.6996
N -1.5338 1.9207 -1.8496
N 0.2097 4.8760 -2.0823
C -0.4729 1.2210 -1.3759
C 1.0627 -2.6092 4.6354
C 1.2714 -3.2778 -2.5403
C -0.2704 5.5889 -0.1207
C -0.9265 -4.3723 -0.2111
C -0.3051 6.2537 1.1042
C 0.9444 1.5769 -1.6094
C 0.7062 -0.4468 3.0213
C -2.2158 4.2189 0.4769
C -0.1399 -2.9423 -3.0406
C -2.6728 1.2694 -1.4425
C 0.7618 -2.7325 3.2875
C -2.2300 4.8887 1.6796
C 2.6210 -3.6090 -0.5508
C 0.9739 -0.2331 4.3774
C -2.2620 0.1884 -0.7280
C 0.4806 -4.8222 -0.8139
C -1.4673 3.1871 -2.5242
C -1.2281 4.5902 -0.4259
C 2.7446 -2.1476 0.0109
C 1.1607 -1.3338 5.1851
C -1.2984 5.8917 1.9819
H 1.2493 2.4303 -1.0037
H 0.4288 7.0071 1.3400
H -0.7610 -3.8409 -3.1208
H -2.9284 3.4398 0.2591
H -2.8422 -0.5698 -0.2326
H -0.8355 3.1225 -3.4194
H 1.1108 1.8232 -2.6562
H -2.4859 3.4748 -2.8114
H -0.0486 -2.4964 -4.0369
H -2.9767 4.6407 2.4191
H 0.6407 -3.7016 2.8175
H 0.2602 -5.4367 -1.6917
H 1.5714 0.7263 -1.3315
H 0.9476 -5.4506 -0.0531
H 2.7163 -4.3030 0.2859
H 1.7112 -4.0505 -3.1914
H 3.4218 -3.7867 -1.2761
H -1.2504 -2.4120 -1.5144
H -3.6503 1.6025 -1.7269
H 1.3750 -1.1996 6.2361
H 1.0367 0.7766 4.7527
H 1.2101 -3.4885 5.2428
H 1.8621 -2.3584 -2.6144
H -1.3590 6.3824 2.9410
```

The value obtained for the total energy is -57285.6234 eV. As for the energy relative to the best compared isomer or geometry (same formula, charge and spin): 456.21 kJ/mol. The LUMO energy (alpha / beta) is -2.299 / -0.980 eV. As for the multiplicity: 2. As for the expectation value of S²: 1.0515.



3.
The following is a DFT calculation (the ωB97M-V functional and the def2-TZVPD basis) of a gas-phase ion, C22H24NO (charge +1) at a distorted geometry.

```
48
Properties=species:S:1:pos:R:3
O -5.0512 -1.8089 0.7827
N -2.1327 0.6312 -0.3417
C -1.8581 -2.5648 -0.8946
C -9.5875 0.2382 0.8509
C -0.0577 0.9899 1.0750
C -7.6757 -1.2110 1.1895
C -1.3390 1.2014 -1.5445
C -1.7126 2.8229 0.8593
C -2.6904 -4.4870 0.3190
C -0.2951 2.1978 -1.0574
C -9.0119 -0.9056 1.4212
C -2.9391 -1.7809 -0.4233
C -1.0784 -0.0193 0.5812
C -8.8258 1.0479 0.0009
C -7.4917 0.7423 -0.2411
C -3.1695 -0.3250 -0.8211
C -3.8807 -2.4190 0.3732
C -1.7043 -3.8807 -0.4674
C -6.8747 -0.3734 0.3847
C -3.7777 -3.7524 0.7605
C -0.3180 2.3605 0.4689
C -4.5605 0.1235 -0.4790
C -2.7642 1.8431 0.3560
C -5.4559 -0.6506 0.1872
H -4.9013 1.1165 -0.7920
H -0.4750 3.1701 -1.5275
H -4.5666 -4.1731 1.3869
H -0.5721 -0.7930 -0.0042
H -2.5869 -5.5215 0.6346
H -2.0663 1.6644 -2.2211
H -1.6168 -0.5135 1.3964
H -10.6299 0.4727 1.0353
H -3.3851 1.4614 1.1712
H 0.9435 0.6518 0.7893
H -1.9110 3.8069 0.4222
H -3.4053 2.3333 -0.3831
H -9.6148 -1.5745 2.0413
H -0.8818 0.3515 -2.0675
H 0.4334 3.0799 0.8076
H -1.1180 -2.1111 -1.5696
H -9.2707 1.9090 -0.4966
H -7.2423 -2.0993 1.6469
H -6.8940 1.3511 -0.9104
H -0.0780 1.0218 2.1680
H -3.1425 -0.3213 -1.9312
H -1.8098 2.9292 1.9439
H -0.8200 -4.4409 -0.7814
H 0.6996 1.8681 -1.3739
```

The value obtained for the total energy is -26734.5848 eV. As for the energy relative to the best compared isomer or geometry (same formula, charge and spin): 116.06 kJ/mol. The net charge is +1. The LUMO energy is -2.355 eV. As for the multiplicity: 1.



4.
The following is a DFT calculation (the ωB97M-V functional and the def2-TZVPD basis) of a molecular structure, C22H25AsF6HgO3Sb.

```
59
Properties=species:S:1:pos:R:3
Hg -0.7115 2.0532 -0.6615
Sb 0.0930 4.8531 -2.2644
As 0.9221 -0.8801 0.2866
F -0.8451 5.2184 -0.6734
F 0.9467 4.0591 -3.7224
F 1.4272 6.1011 -1.9419
F 1.0523 3.5499 -1.1450
F -1.2090 3.3353 -2.4123
F -1.0300 5.9067 -3.2961
O -2.1617 2.9026 1.0086
O 0.1610 0.5988 0.5858
O -2.9374 0.9887 -0.8349
C -1.0245 -2.3994 1.6454
C 2.2291 -2.0864 -1.9528
C -0.7812 -3.0321 -0.6774
C -2.4405 -4.0944 0.7008
C -1.8066 -3.9561 -0.5254
C -3.1872 -0.1941 -1.5918
C -1.6723 3.4264 2.2471
C 2.5709 0.0064 2.4296
C 2.7003 -2.3683 1.9574
C -3.4566 0.9340 0.4918
C 2.5427 0.2948 -3.3647
C 3.6269 -2.5160 2.9770
C -2.0521 -3.3175 1.7860
C 2.1839 -1.1047 1.6901
C 3.4968 -0.1545 3.4497
C -0.3940 -2.2574 0.4098
C 1.9209 0.3060 -2.1246
C 1.7478 -0.8870 -1.4315
C 2.8541 -2.0890 -3.1893
C 4.0220 -1.4103 3.7193
C 3.0013 -0.9019 -3.8964
C -3.4729 2.3369 1.0458
H 2.6792 1.2229 -3.9030
H -4.1272 2.9709 0.4448
H -4.2548 -0.4203 -1.5839
H -2.4084 4.1056 2.6766
H -2.5440 -3.4361 2.7421
H -1.4511 2.6170 2.9454
H 1.6189 1.2564 -1.6959
H 3.4882 -0.9087 -4.8623
H -2.8405 0.2636 1.1029
H 2.1240 -3.0146 -1.4030
H 3.2285 -3.0165 -3.6008
H -2.6347 -1.0430 -1.1822
H -2.8693 0.0040 -2.6124
H 2.1526 0.9800 2.2094
H -0.2974 -2.9168 -1.6391
H 4.7433 -1.5306 4.5165
H -2.1093 -4.5671 -1.3652
H -3.2385 -4.8160 0.8147
H 2.3797 -3.2338 1.3886
H -0.7677 3.9846 2.0189
H 3.8080 0.7013 4.0333
H -4.4816 0.5523 0.4683
H -3.8416 2.3154 2.0727
H -0.7095 -1.8003 2.4926
H 4.0371 -3.4924 3.1959
```

The value obtained for the total energy is -117213.7768 eV. The net charge is +1. The LUMO energy is -3.802 eV. As for the multiplicity: 1.